Record 1
Below is 12 unconnected molecules or ions with the total composition C42H102O36P6, with properties calculated with ωB97M-V with the def2-TZVPD basis set.

Structure (ORCA input):
```
! wB97M-V def2-TZVPD RIJCOSX def2/J DEFGRID3
* xyz 0 1
C -24.619 -2.950 9.162
O -24.764 -1.689 8.623
P -23.766 -0.464 9.117
O -22.449 -0.951 9.687
O -23.712 0.481 7.791
C -24.954 0.938 7.106
O -24.708 0.317 10.261
C -24.112 0.935 11.404
H -25.545 -3.521 9.230
H -24.202 -3.108 10.157
H -23.969 -3.598 8.574
H -25.745 0.191 7.043
H -24.671 1.314 6.124
H -25.441 1.736 7.667
H -23.863 1.958 11.123
H -23.153 0.577 11.777
H -24.863 0.865 12.191
C -20.585 2.156 9.643
O -21.095 2.211 8.294
P -21.307 3.628 7.617
O -20.699 4.797 8.338
O -22.941 3.705 7.460
C -23.741 4.368 8.373
O -20.851 3.391 6.096
C -21.111 4.475 5.135
H -19.970 1.269 9.488
H -21.455 1.985 10.277
H -20.012 3.027 9.959
H -24.163 3.633 9.059
H -24.540 4.978 7.953
H -23.150 4.972 9.061
H -20.104 4.759 4.831
H -21.553 5.364 5.584
H -21.520 4.125 4.187
C -22.830 -10.821 8.972
O -23.313 -10.068 10.054
P -22.426 -8.655 10.335
O -20.974 -8.781 10.564
O -23.210 -7.816 11.474
C -23.055 -8.315 12.831
O -22.767 -7.710 9.068
C -24.087 -7.239 8.840
H -22.702 -11.875 9.219
H -21.867 -10.525 8.556
H -23.382 -10.682 8.042
H -23.886 -9.004 12.987
H -23.169 -7.516 13.563
H -22.102 -8.834 12.935
H -24.060 -6.371 9.498
H -24.781 -8.042 9.087
H -24.241 -7.153 7.764
C -17.770 -11.762 5.266
O -18.707 -11.049 6.007
P -19.496 -9.770 5.363
O -19.891 -10.069 3.919
O -20.657 -9.462 6.468
C -21.494 -8.423 6.125
O -18.537 -8.523 5.640
C -18.250 -8.103 6.943
H -18.193 -12.755 5.109
H -16.864 -11.792 5.871
H -17.488 -11.289 4.326
H -21.492 -7.555 6.784
H -22.460 -8.927 6.147
H -21.372 -8.013 5.123
H -18.764 -8.618 7.754
H -18.491 -7.041 6.986
H -17.175 -8.285 6.925
C -16.830 -2.635 14.899
O -15.596 -2.815 14.192
P -14.654 -1.613 13.642
O -14.635 -0.529 14.700
O -13.183 -2.374 13.426
C -12.602 -3.203 14.384
O -15.234 -1.162 12.170
C -15.464 -2.148 11.107
H -16.791 -3.471 15.596
H -17.658 -2.777 14.204
H -16.846 -1.653 15.371
H -11.513 -3.254 14.379
H -12.923 -4.242 14.312
H -12.925 -2.783 15.337
H -15.303 -1.890 10.060
H -16.544 -2.289 11.072
H -15.116 -3.097 11.516
C -18.453 -6.289 10.035
O -18.442 -5.700 11.317
P -19.555 -4.501 11.651
O -19.665 -4.073 13.098
O -19.062 -3.330 10.700
C -19.872 -2.203 10.640
O -20.861 -5.144 10.915
C -22.193 -5.001 11.391
H -18.603 -5.527 9.270
H -19.239 -7.043 9.986
H -17.476 -6.709 9.798
H -19.378 -1.232 10.612
H -20.689 -2.225 11.361
H -20.528 -2.230 9.771
H -23.015 -5.088 10.680
H -22.331 -3.982 11.752
H -22.453 -5.678 12.205
O -16.813 -7.703 12.988
C -16.364 -6.907 13.823
O -15.300 -6.115 13.514
C -14.578 -6.178 12.256
C -13.506 -7.184 12.519
C -17.076 -6.617 15.154
H -14.105 -5.211 12.080
H -15.130 -6.534 11.386
H -13.249 -7.611 11.550
H -13.946 -7.910 13.203
H -12.619 -6.753 12.984
H -16.660 -7.378 15.814
H -18.129 -6.894 15.209
H -17.053 -5.576 15.478
O -21.984 -7.418 16.505
C -21.064 -6.535 16.364
O -19.915 -6.530 17.031
C -19.538 -7.420 18.010
C -20.040 -6.887 19.307
C -21.256 -5.438 15.343
H -18.453 -7.393 18.115
H -19.714 -8.448 17.694
H -19.586 -5.897 19.353
H -19.549 -7.557 20.013
H -21.127 -6.814 19.291
H -21.537 -4.506 15.833
H -22.062 -5.722 14.667
H -20.298 -5.404 14.825
O -23.141 -2.110 15.984
C -22.985 -1.131 15.249
O -21.940 -0.804 14.547
C -20.709 -1.463 14.708
C -19.881 -0.874 15.832
C -24.105 -0.188 14.832
H -20.191 -1.407 13.750
H -20.827 -2.540 14.828
H -20.468 -1.106 16.721
H -19.791 0.209 15.750
H -18.848 -1.216 15.894
H -24.530 -0.526 13.886
H -23.714 0.822 14.704
H -24.709 -0.202 15.739
O -15.510 -5.636 8.549
C -15.049 -4.738 7.852
O -13.796 -4.793 7.363
C -12.832 -5.848 7.655
C -11.382 -5.275 7.818
C -15.716 -3.396 7.592
H -12.653 -6.677 6.971
H -13.030 -6.457 8.537
H -10.576 -6.007 7.864
H -11.294 -4.810 8.800
H -11.167 -4.526 7.055
H -16.254 -3.135 8.503
H -16.344 -3.397 6.701
H -15.006 -2.572 7.524
O -13.540 -9.041 8.125
C -13.551 -9.971 8.844
O -14.739 -10.515 9.271
C -15.978 -10.029 8.821
C -16.971 -11.087 9.223
C -12.390 -10.794 9.312
H -16.013 -9.822 7.751
H -16.223 -9.043 9.216
H -16.917 -11.184 10.308
H -16.857 -12.012 8.658
H -17.983 -10.701 9.104
H -11.425 -10.574 8.857
H -12.689 -11.841 9.358
H -12.436 -10.523 10.367
O -28.558 -4.625 12.035
C -27.541 -3.866 12.066
O -26.315 -4.203 12.460
C -26.061 -5.319 13.217
C -24.802 -5.087 14.011
C -27.670 -2.400 11.545
H -26.024 -6.115 12.472
H -26.869 -5.655 13.867
H -25.215 -4.393 14.742
H -23.995 -4.595 13.467
H -24.464 -5.924 14.622
H -27.149 -1.669 12.163
H -28.724 -2.161 11.405
H -27.147 -2.417 10.588
*
```

- HOMO energy: -9.9 eV
- SMILES: COP(=O)(OC)OC.COP(=O)(OC)OC.COP(=O)(OC)OC.COP(=O)(OC)OC.COP(=O)(OC)OC.COP(=O)(OC)OC.CCOC(C)=O.CCOC(C)=O.CCOC(C)=O.CCOC(C)=O.CCOC(C)=O.CCOC(C)=O
- LUMO energy: 0.28 eV
- Energy above the lowest of the compared OMol25 structures with the same formula, charge and spin: 173.3 kcal per mole
- Frontier orbital gap: 10.2 eV

Löwdin atomic charge list, values in e, 6 entries:
1 C -0.171
2 O -0.210
3 P 0.582
4 O -0.252
5 O -0.229
6 C -0.049

***

Record 2
Below is 8 unconnected molecules or ions with the total composition C42H104N8O8, with properties calculated with ωB97M-V with the def2-TZVPD basis set.

Structure (ORCA input):
```
! wB97M-V def2-TZVPD RIJCOSX def2/J DEFGRID3
* xyz 0 1
C 22.100 1.066 -11.937
C 20.954 2.084 -12.011
C 21.424 3.476 -12.554
O 20.354 4.409 -12.776
C 20.702 5.780 -12.891
N 20.011 1.421 -12.883
H 22.701 0.949 -12.839
H 21.788 0.063 -11.646
H 22.799 1.536 -11.246
H 20.513 2.123 -11.015
H 21.868 3.287 -13.531
H 22.220 3.844 -11.907
H 19.936 6.412 -13.340
H 21.512 5.880 -13.613
H 21.034 6.177 -11.932
H 19.586 0.534 -12.652
H 19.306 2.122 -13.059
C 19.426 -2.334 -5.729
C 18.499 -2.449 -4.501
C 19.165 -2.871 -3.147
O 18.164 -3.653 -2.339
C 18.768 -3.972 -1.041
N 17.741 -1.200 -4.380
H 19.636 -3.268 -6.250
H 20.388 -1.944 -5.396
H 19.128 -1.783 -6.621
H 17.855 -3.245 -4.878
H 19.669 -2.012 -2.704
H 19.943 -3.582 -3.424
H 18.129 -4.739 -0.606
H 18.818 -3.182 -0.290
H 19.715 -4.450 -1.292
H 18.165 -0.433 -3.877
H 17.034 -1.506 -3.728
C 25.844 -5.282 -3.955
C 26.900 -6.312 -3.850
C 26.653 -7.484 -2.832
O 26.537 -6.791 -1.616
C 27.710 -6.934 -0.820
N 27.117 -6.984 -5.117
H 24.930 -5.690 -4.386
H 26.014 -4.632 -4.813
H 25.601 -4.706 -3.063
H 27.801 -5.745 -3.619
H 27.348 -8.321 -2.881
H 25.693 -7.947 -3.060
H 28.474 -7.659 -1.100
H 27.420 -7.023 0.227
H 28.315 -6.027 -0.815
H 27.876 -7.603 -4.872
H 27.431 -6.314 -5.804
C 19.604 -11.317 -5.360
C 20.683 -12.363 -5.551
C 20.064 -13.599 -6.291
O 19.270 -14.290 -5.382
C 18.133 -14.929 -5.879
N 21.826 -11.746 -6.190
H 19.141 -11.137 -6.331
H 20.123 -10.394 -5.104
H 18.940 -11.520 -4.519
H 21.011 -12.744 -4.584
H 20.943 -14.241 -6.354
H 19.574 -13.630 -7.265
H 17.950 -15.653 -5.085
H 18.483 -15.570 -6.689
H 17.350 -14.266 -6.245
H 22.093 -11.030 -5.530
H 21.593 -11.292 -7.062
C 24.616 -12.735 -11.384
C 25.508 -11.525 -11.491
C 24.812 -10.150 -11.870
O 23.712 -9.969 -10.974
C 23.164 -8.723 -10.990
N 25.943 -11.371 -10.132
H 25.229 -13.601 -11.138
H 24.198 -13.078 -12.331
H 23.752 -12.602 -10.733
H 26.436 -11.747 -12.018
H 24.501 -10.180 -12.914
H 25.443 -9.294 -11.630
H 22.270 -8.881 -11.592
H 23.793 -7.869 -11.241
H 22.957 -8.570 -9.931
H 25.193 -11.207 -9.476
H 26.456 -10.505 -10.055
C 33.435 -8.748 -6.082
C 33.114 -10.151 -6.616
C 34.271 -11.077 -6.357
O 35.465 -10.733 -7.088
C 36.670 -11.306 -6.461
N 31.873 -10.649 -6.039
H 33.714 -8.036 -6.859
H 34.160 -8.722 -5.268
H 32.609 -8.336 -5.503
H 33.008 -10.109 -7.700
H 34.029 -12.065 -6.748
H 34.382 -11.306 -5.297
H 36.829 -10.986 -5.431
H 37.502 -11.097 -7.132
H 36.739 -12.393 -6.497
H 32.205 -10.952 -5.135
H 31.604 -11.543 -6.424
C 15.897 -13.106 -16.822
C 16.026 -14.026 -15.600
C 17.133 -13.375 -14.646
C 16.680 -12.102 -13.881
C 15.475 -12.654 -13.095
C 14.282 -13.145 -13.942
N 14.761 -14.196 -14.884
O 13.786 -14.541 -15.778
C 13.247 -13.841 -12.913
C 13.713 -11.938 -14.694
C 16.507 -15.429 -16.019
H 16.808 -12.984 -17.407
H 15.836 -12.046 -16.573
H 15.079 -13.250 -17.528
H 17.216 -14.207 -13.946
H 18.128 -13.442 -15.085
H 16.403 -11.319 -14.586
H 17.496 -11.788 -13.231
H 15.090 -11.766 -12.594
H 15.786 -13.410 -12.374
H 12.600 -13.141 -12.384
H 12.609 -14.557 -13.430
H 13.759 -14.499 -12.212
H 13.695 -11.018 -14.111
H 13.928 -11.759 -15.748
H 12.649 -12.176 -14.655
H 16.541 -16.141 -15.195
H 17.538 -15.488 -16.368
H 15.890 -15.889 -16.790
H 13.531 -15.440 -15.558
C 27.495 -18.482 -8.033
C 28.952 -18.823 -8.398
C 28.691 -20.125 -9.286
C 29.848 -20.471 -10.276
C 30.198 -19.250 -11.121
C 30.493 -17.935 -10.323
N 29.363 -17.715 -9.333
O 29.598 -16.583 -8.606
C 31.899 -18.025 -9.825
C 30.347 -16.824 -11.422
C 29.835 -19.166 -7.208
H 27.086 -19.325 -7.476
H 26.870 -18.323 -8.912
H 27.484 -17.549 -7.468
H 28.654 -20.972 -8.600
H 27.779 -20.206 -9.876
H 29.658 -21.269 -10.994
H 30.835 -20.683 -9.864
H 29.387 -19.099 -11.833
H 31.081 -19.342 -11.753
H 32.212 -17.036 -9.492
H 31.964 -18.731 -8.997
H 32.576 -18.315 -10.629
H 31.093 -16.944 -12.207
H 29.349 -16.773 -11.856
H 30.443 -15.904 -10.844
H 30.081 -18.396 -6.476
H 30.771 -19.556 -7.608
H 29.439 -19.928 -6.537
H 28.975 -15.962 -8.991
*
```

- HOMO energy: -8.4 eV
- SMILES: CC1(C)CCCC(C)(C)N1O.CC1(C)CCCC(C)(C)N1O.COC[C@H](C)N.COC[C@H](C)N.COC[C@H](C)N.COC[C@H](C)N.COC[C@H](C)N.COC[C@H](C)N
- LUMO energy: 0.46 eV
- Energy above the lowest of the compared OMol25 structures with the same formula, charge and spin: 178.1 kcal per mole
- Frontier orbital gap: 8.8 eV

Löwdin atomic charge list, values in e, 6 entries:
1 C -0.086
2 C -0.431
3 C -0.168
4 O -0.199
5 C -0.111
6 N 0.015